Record 1
Entry from the OMol25 dataset: a cluster of 2 separate species, C11H15N in total (ωB97M-V/def2-TZVPD).

Last column: Löwdin charge in e.
Geometry (Å):
C (2.387, 1.983, 1.753)  -0.16
C (2.336, 1.593, 0.269)  -0.15
H (3.154, 1.603, 2.500)  0.09
H (2.500, 3.004, 2.030)  0.04
H (1.369, 1.723, 2.281)  0.07
H (1.734, 0.669, 0.131)  0.06
H (3.380, 1.732, -0.070)  0.09
H (1.871, 2.200, -0.353)  -0.01
C (-0.809, -1.731, -3.045)  0.01
C (-0.703, 0.121, 0.255)  -0.25
C (-0.857, -0.983, -0.468)  -0.14
C (-0.732, -0.815, -1.885)  -0.10
C (-0.561, 0.577, -1.930)  0.08
C (-1.020, 0.301, 1.596)  0.04
C (-1.353, -0.835, 2.210)  -0.01
C (-1.313, -2.184, 0.221)  0.08
C (-1.501, -2.085, 1.566)  -0.01
N (-0.634, 1.154, -0.658)  0.14
H (-0.695, 2.152, -0.534)  0.18
H (-1.169, 1.305, 2.036)  0.15
H (-0.536, 1.298, -2.763)  0.16
H (-1.711, -0.944, 3.181)  0.11
H (-1.069, -2.968, -0.493)  0.13
H (-1.179, -2.740, -2.950)  0.09
H (0.256, -1.944, -3.254)  0.13
H (-1.734, -2.850, 2.199)  0.09
H (-1.409, -1.336, -3.823)  0.09

As for the spin multiplicity: 2. The value obtained for the HOMO energy (spin up / spin down) is -13.23 / -13.39 eV. The calculation puts the HOMO-LUMO gap (spin up / spin down) at 9.67 / 6.15 eV. The net charge is +1.

Record 2
Entry from the OMol25 dataset: the molecule C4H4N2S2 (ωB97M-V/def2-TZVPD).

Last column: Löwdin charge in e.
Geometry (Å):
N (2.713, -1.096, -0.135)  0.17
C (1.592, -0.940, 0.092)  -0.19
C (0.132, -0.865, 0.332)  -0.40
C (-0.619, -1.405, -0.891)  -0.41
S (-0.717, 0.051, -1.914)  0.94
N (-0.801, 0.976, -0.429)  -0.28
C (-0.342, 0.476, 0.724)  -0.93
S (-0.224, 1.253, 2.147)  0.69
H (0.043, -1.490, 1.191)  0.13
H (-0.031, -2.145, -1.451)  0.10
H (-1.597, -1.807, -0.616)  0.09
H (-1.317, 1.820, -0.445)  0.09

The value obtained for the HOMO energy is -8.90 eV. The calculation puts the HOMO-LUMO gap at 9.01 eV. The SMILES is N#C[C@@H]1CSNC1=S.

Record 3
Entry from the OMol25 dataset: a structure of composition C34H28AsF6NO4PRhS2 (ωB97M-V/def2-TZVPD).

Last column: Löwdin charge in e.
Geometry (Å):
Rh (1.024, 0.017, -0.085)  0.71
O (1.295, 1.166, -1.416)  -0.70
C (-1.596, 4.239, 4.363)  -0.11
C (-0.569, 3.304, 4.372)  -0.09
C (-0.110, 2.763, 3.180)  -0.11
C (-0.670, 3.152, 1.963)  -0.35
C (-1.692, 4.095, 1.963)  -0.12
C (-2.156, 4.634, 3.157)  -0.11
As (0.142, 2.319, 0.375)  1.31
C (-1.044, 2.877, -1.054)  -0.34
C (-2.419, 2.682, -0.952)  -0.11
C (-3.254, 2.974, -2.023)  -0.10
C (-2.720, 3.461, -3.208)  -0.11
C (-1.349, 3.645, -3.319)  -0.09
C (-0.514, 3.351, -2.250)  -0.10
C (1.599, 3.602, 0.205)  -0.34
C (1.366, 4.970, 0.297)  -0.11
C (2.416, 5.874, 0.200)  -0.11
C (3.712, 5.410, 0.024)  -0.12
C (3.952, 4.045, -0.057)  -0.09
C (2.901, 3.141, 0.029)  -0.09
H (-1.960, 4.656, 5.295)  0.09
H (-0.131, 2.982, 5.309)  0.10
H (0.676, 2.012, 3.194)  0.10
H (-2.134, 4.415, 1.026)  0.09
H (-2.958, 5.364, 3.142)  0.09
H (-2.844, 2.280, -0.043)  0.09
H (-4.320, 2.805, -1.933)  0.09
H (-3.368, 3.680, -4.048)  0.09
H (-0.921, 4.001, -4.248)  0.09
H (0.558, 3.452, -2.350)  0.10
H (0.355, 5.334, 0.449)  0.10
H (2.220, 6.938, 0.266)  0.09
H (4.534, 6.113, -0.049)  0.09
H (4.960, 3.674, -0.191)  0.10
H (3.082, 2.076, -0.052)  0.08
S (3.897, -3.956, -2.892)  0.09
P (2.357, -3.174, -1.923)  0.04
S (2.631, -1.265, -1.319)  0.30
C (1.965, -4.268, -0.510)  -0.37
C (2.150, -3.843, 0.795)  -0.10
C (1.940, -4.721, 1.855)  -0.10
C (1.519, -6.017, 1.609)  -0.11
C (1.312, -6.442, 0.298)  -0.11
C (1.541, -5.575, -0.756)  -0.10
C (0.852, -3.280, -2.968)  -0.37
C (0.872, -3.999, -4.160)  -0.13
C (-0.259, -4.058, -4.962)  -0.11
C (-1.415, -3.388, -4.583)  -0.11
C (-1.435, -2.667, -3.397)  -0.08
C (-0.309, -2.614, -2.584)  -0.08
H (2.455, -2.823, 0.984)  0.06
H (2.092, -4.365, 2.866)  0.10
H (1.344, -6.699, 2.433)  0.09
H (0.977, -7.455, 0.102)  0.09
H (1.409, -5.908, -1.778)  0.10
H (1.791, -4.493, -4.452)  0.04
H (-0.232, -4.618, -5.890)  0.09
H (-2.296, -3.423, -5.213)  0.09
H (-2.330, -2.139, -3.092)  0.10
H (-0.345, -2.052, -1.656)  0.07
O (2.179, -0.785, 3.842)  -0.12
N (1.728, -1.086, 2.745)  -0.27
O (1.870, -0.173, 1.859)  -0.33
C (-1.035, -2.910, 2.108)  0.01
C (-1.503, -1.740, 1.236)  -0.48
O (-0.608, -1.323, 0.311)  -0.28
C (-2.753, -2.226, 0.443)  -0.55
F (-2.445, -3.307, -0.293)  0.14
F (-3.237, -1.303, -0.405)  0.14
F (-3.795, -2.599, 1.233)  0.11
C (-1.950, -0.596, 2.184)  -0.54
F (-0.911, -0.123, 2.881)  0.13
F (-2.881, -0.978, 3.100)  0.12
F (-2.493, 0.448, 1.523)  0.12
H (-0.727, -3.715, 1.445)  0.08
H (-1.818, -3.262, 2.782)  0.09
H (-0.167, -2.582, 2.672)  0.07

The value obtained for the HOMO energy is -2.46 eV. The calculation puts the HOMO-LUMO gap at 6.76 eV. The net charge is -2.

| no. | DFT total energy (eV) |
| --- | --- |
| 1 | -13130.48496 |
| 2 | -28862.33533 |
| 3 | -156504.21273 |